Entry 1:
This record from the Open Molecules 2025 dataset describes C19H48O11V as an isolated structure in a non-equilibrium geometry. The level of theory is the ωB97M-V functional and the def2-TZVPD basis.

Computed properties:
E_HOMO: -4.830 eV
Orbital gap: 0.266 Ha
ΔE to the lowest compared entry with this formula, charge and spin: 11.6 kJ/mol

The geometry in ORCA input format:
```
! RIJCOSX wB97M-V def2-TZVPD def2/J DEFGRID3
* xyz -1 1
O -0.143 -1.135 0.757
V -0.185 0.321 1.483
O -0.476 1.513 0.414
C 0.393 0.863 4.027
O 0.644 1.227 5.191
O 0.165 -0.330 3.605
O 0.271 1.761 3.074
C -0.075 -3.918 4.590
C -0.364 -3.576 3.160
C -0.901 -4.659 2.268
O -1.309 -2.482 3.130
H -1.010 -4.028 5.157
H 0.415 -3.092 5.113
H 0.478 -4.834 4.813
H 0.577 -3.179 2.754
H -1.327 -4.263 1.346
H -1.649 -5.324 2.712
H -0.117 -5.352 1.941
H -0.793 -1.846 3.669
C -3.423 -1.226 0.060
C -3.240 0.241 0.509
C -4.560 0.952 0.677
O -2.506 0.187 1.737
H -4.344 -1.608 0.514
H -2.596 -1.863 0.373
H -3.511 -1.346 -1.023
H -2.678 0.733 -0.281
H -5.280 0.672 -0.089
H -4.331 2.017 0.620
H -4.972 0.693 1.655
H -2.954 -0.392 2.365
C -0.773 4.246 -1.390
C -1.628 5.498 -1.474
C -2.107 5.985 -0.121
O -0.862 6.529 -2.124
H -0.483 3.839 -2.361
H -1.143 3.399 -0.812
H 0.124 4.557 -0.840
H -2.534 5.345 -2.073
H -1.300 6.140 0.598
H -2.826 5.272 0.287
H -2.588 6.962 -0.199
H -0.018 6.119 -2.330
C 1.686 -3.495 -0.642
C 2.694 -2.747 -1.476
C 4.159 -3.059 -1.159
O 2.432 -2.978 -2.842
H 1.760 -3.147 0.392
H 1.747 -4.578 -0.765
H 0.679 -3.165 -0.916
H 2.513 -1.698 -1.199
H 4.406 -3.282 -0.120
H 4.785 -2.229 -1.488
H 4.489 -3.963 -1.681
H 1.636 -2.463 -3.047
C 3.646 2.533 1.024
C 2.938 1.655 0.043
C 3.775 0.943 -1.025
O 2.192 0.682 0.776
H 4.029 3.383 0.447
H 4.465 2.027 1.542
H 2.992 2.909 1.811
H 2.191 2.225 -0.517
H 3.034 0.371 -1.579
H 4.537 0.266 -0.628
H 4.344 1.648 -1.633
H 2.671 0.254 1.495
C 0.339 0.370 -2.588
C -0.755 -0.560 -3.089
C -1.736 0.088 -4.027
O 0.048 -1.515 -3.876
H 0.983 0.706 -3.400
H 0.920 -0.270 -1.924
H -0.096 1.218 -2.059
H -1.243 -1.160 -2.319
H -2.223 0.993 -3.668
H -2.420 -0.674 -4.412
H -1.183 0.393 -4.922
H -0.499 -2.300 -4.009
*
```

***

Entry 2:
This record from the Open Molecules 2025 dataset describes C19H48O25S7V as an isolated structure in a non-equilibrium geometry. The level of theory is the ωB97M-V functional and the def2-TZVPD basis.

Computed properties:
E_HOMO: -12.683 eV
Orbital gap: 0.352 Ha

The geometry in ORCA input format:
```
! RIJCOSX wB97M-V def2-TZVPD def2/J DEFGRID3
* xyz 1 1
O 0.138 -0.934 -0.877
V 0.323 0.462 -0.267
O 1.241 1.408 -1.193
C 4.930 -2.157 -3.885
C 3.621 -1.932 -4.703
O 3.141 -0.644 -4.295
S 3.717 -0.077 -2.878
O 3.178 -0.762 -1.715
O 3.832 1.419 -2.842
O 5.107 -0.809 -3.313
H 5.719 -2.392 -4.600
H 4.811 -2.924 -3.120
H 2.866 -2.716 -4.639
H 3.840 -1.774 -5.759
C 1.009 -3.773 0.270
C -0.425 -4.048 -0.140
O -0.566 -5.436 -0.281
S 0.385 -6.299 0.703
O 0.907 -7.491 0.053
O -0.295 -6.362 1.992
O 1.515 -5.031 0.678
H 1.090 -3.132 1.148
H 1.663 -3.387 -0.512
H -0.778 -3.597 -1.067
H -1.169 -3.853 0.633
O -0.024 2.284 1.176
S -0.033 2.828 2.515
O 0.730 2.215 3.600
O 0.295 4.451 2.401
C 0.404 5.277 3.586
C 1.021 6.558 3.075
C -1.770 2.920 3.094
H 0.913 4.798 4.423
H -0.599 5.602 3.863
H 1.379 7.388 3.684
H 0.359 6.948 2.302
H 1.938 6.330 2.532
H -2.180 3.728 2.489
H -1.576 3.331 4.085
H -2.329 1.986 3.020
O -3.743 3.046 -0.064
S -3.181 1.947 -0.828
O -1.852 1.348 -0.444
O -4.264 0.726 -1.033
C -5.629 0.992 -1.164
C -6.236 0.841 0.224
C -3.193 2.393 -2.695
H -6.038 0.346 -1.940
H -5.808 1.994 -1.553
H -6.128 -0.144 0.678
H -7.302 0.945 0.023
H -5.728 1.481 0.945
H -2.310 3.021 -2.813
H -4.127 2.901 -2.936
H -3.060 1.554 -3.379
O -0.455 0.637 -3.458
S -0.845 0.206 -4.807
O -2.163 0.511 -5.358
O 0.236 0.776 -5.883
C 0.666 2.114 -5.792
C 2.082 2.306 -6.388
C -0.415 -1.595 -4.998
H 0.597 2.318 -4.723
H -0.003 2.896 -6.150
H 2.413 3.341 -6.295
H 2.154 2.044 -7.443
H 2.716 1.695 -5.745
H -0.868 -1.921 -5.933
H -0.713 -2.132 -4.097
H 0.673 -1.656 -5.048
O -1.674 -0.251 3.814
S -1.531 -0.858 2.485
O -0.612 -0.281 1.546
O -1.096 -2.481 2.647
C -1.144 -3.072 3.934
C -2.545 -3.174 4.454
C -3.157 -1.104 1.670
H -0.588 -2.522 4.694
H -0.709 -4.054 3.747
H -2.820 -2.257 4.975
H -2.719 -3.991 5.154
H -3.369 -3.256 3.745
H -3.106 -1.693 0.754
H -3.662 -0.175 1.404
H -3.906 -1.505 2.353
O 4.720 -0.788 0.664
S 3.587 -0.292 1.378
O 2.271 -0.121 0.750
O 3.321 -1.245 2.797
C 2.311 -0.885 3.729
C 2.768 -1.442 5.084
C 3.868 1.334 2.031
H 1.346 -1.347 3.521
H 2.191 0.198 3.773
H 3.817 -1.732 5.018
H 2.267 -2.372 5.352
H 2.601 -0.736 5.897
H 2.964 1.639 2.558
H 4.145 1.943 1.170
H 4.657 1.191 2.769
*
```

***

Entry 3:
This record from the Open Molecules 2025 dataset describes C19H49BO2Si2 as an isolated structure in a non-equilibrium geometry. The level of theory is the ωB97M-V functional and the def2-TZVPD basis.

Computed properties:
E_HOMO: -9.187 eV
Orbital gap: 0.359 Ha

The geometry in ORCA input format:
```
! RIJCOSX wB97M-V def2-TZVPD def2/J DEFGRID3
* xyz 0 1
C 6.631 -1.590 0.783
C 5.253 -0.949 0.791
C 5.146 0.171 -0.257
C 3.842 0.219 -1.041
C 2.645 0.795 -0.306
C 2.182 0.044 0.968
Si 0.321 0.205 1.112
O -0.395 -0.625 -0.156
Si -0.535 -2.296 0.041
B 0.744 -3.262 -1.175
C 1.096 -4.778 -1.026
O 1.322 -2.546 -2.223
H 7.379 -0.806 0.846
H 6.760 -2.279 1.606
H 6.780 -2.085 -0.173
H 4.484 -1.697 0.660
H 5.114 -0.509 1.774
H 5.939 -0.016 -0.977
H 5.356 1.120 0.226
H 3.642 -0.765 -1.458
H 4.011 0.864 -1.901
H 2.839 1.830 -0.047
H 1.810 0.816 -1.004
H 2.431 -1.012 0.951
H 2.655 0.492 1.834
H -0.076 1.630 1.100
H -0.165 -0.339 2.400
H -0.193 -2.679 1.434
H -1.923 -2.721 -0.246
H 0.529 -5.307 -0.266
H 1.011 -5.318 -1.963
H 2.145 -4.831 -0.734
H 2.034 -1.976 -1.876
C 0.389 3.455 -2.194
C 0.493 4.854 -2.793
C 1.923 5.391 -2.826
C 2.582 5.548 -1.455
C 1.831 6.451 -0.478
C 1.702 7.893 -0.960
H 0.707 3.439 -1.150
H -0.642 3.099 -2.225
H 1.005 2.745 -2.749
H -0.157 5.538 -2.242
H 0.110 4.830 -3.817
H 1.929 6.352 -3.347
H 2.540 4.719 -3.431
H 3.592 5.944 -1.599
H 2.710 4.562 -0.997
H 2.363 6.445 0.477
H 0.837 6.042 -0.275
H 2.685 8.333 -1.137
H 1.192 8.504 -0.215
H 1.129 7.959 -1.886
C -7.454 -3.477 3.726
C -7.326 -4.200 2.387
C -5.919 -4.727 2.112
C -4.834 -3.652 2.025
C -5.077 -2.575 0.970
C -5.128 -3.121 -0.454
H -6.820 -2.590 3.768
H -8.482 -3.153 3.892
H -7.173 -4.135 4.551
H -7.645 -3.534 1.581
H -8.019 -5.045 2.376
H -5.934 -5.306 1.185
H -5.644 -5.433 2.901
H -3.877 -4.142 1.818
H -4.718 -3.171 3.001
H -4.269 -1.840 1.035
H -6.001 -2.032 1.186
H -4.199 -3.636 -0.705
H -5.264 -2.309 -1.169
H -5.953 -3.822 -0.591
*
```

***

Entry 4:
This record from the Open Molecules 2025 dataset describes C19H49Ca3N3O15S2 as an isolated structure in a non-equilibrium geometry. The level of theory is the ωB97M-V functional and the def2-TZVPD basis.

Computed properties:
E_HOMO: -12.319 eV
Orbital gap: 0.268 Ha

The geometry in ORCA input format:
```
! RIJCOSX wB97M-V def2-TZVPD def2/J DEFGRID3
* xyz 2 1
Ca -1.017 -0.296 3.697
Ca 1.030 -1.350 -1.765
Ca -0.921 3.590 0.692
S -0.685 2.513 4.250
O -1.925 1.748 4.480
O -0.469 3.551 5.233
O 0.314 1.416 4.290
O -0.704 3.089 2.864
S 0.203 0.319 0.397
O -0.473 -0.137 1.609
O 1.569 -0.195 0.212
O -0.506 -0.092 -0.826
O 0.181 1.776 0.496
C 3.253 0.917 -2.251
O 2.069 0.351 -2.874
H 4.099 0.345 -2.655
H 3.510 1.949 -2.489
H 3.231 0.761 -1.178
H 2.030 0.711 -3.766
C 3.440 -2.717 0.416
O 3.143 -2.411 -0.943
C 3.963 -3.221 -1.835
C 3.514 -2.943 -3.261
N 2.071 -2.804 -3.419
C 1.672 -2.267 -4.724
C 0.180 -2.013 -4.835
O -0.234 -1.096 -3.833
C -1.524 -0.533 -4.071
H 2.697 -2.189 1.012
H 4.440 -2.388 0.712
H 3.383 -3.794 0.608
H 3.805 -4.251 -1.496
H 5.022 -3.027 -1.663
H 4.020 -3.660 -3.916
H 3.925 -1.974 -3.566
H 1.655 -3.732 -3.312
H 2.039 -2.784 -5.613
H 2.061 -1.247 -4.813
H -0.367 -2.965 -4.736
H -0.099 -1.682 -5.840
H -2.314 -1.274 -4.209
H -1.448 0.175 -4.897
H -1.803 -0.023 -3.147
C 2.097 -1.242 4.880
O 0.895 -1.539 4.171
C 0.964 -2.836 3.569
C -0.197 -3.000 2.613
N -1.446 -2.662 3.386
C -2.694 -2.578 2.586
C -3.821 -1.919 3.361
O -3.410 -0.602 3.660
C -4.441 0.187 4.243
H 2.879 -0.976 4.155
H 2.429 -2.059 5.518
H 1.942 -0.303 5.412
H 0.829 -3.616 4.322
H 1.884 -2.949 2.994
H -0.291 -4.047 2.305
H -0.159 -2.384 1.719
H -1.656 -3.504 3.918
H -2.985 -3.573 2.235
H -2.447 -1.968 1.709
H -4.069 -2.434 4.296
H -4.676 -1.911 2.673
H -4.167 1.233 4.121
H -4.590 -0.014 5.304
H -5.401 0.078 3.729
C 2.276 4.191 -0.094
O 1.009 4.007 -0.676
C 0.925 4.053 -2.078
C -0.493 3.615 -2.456
N -1.395 4.397 -1.610
C -2.821 4.020 -1.634
C -3.140 2.586 -1.194
O -2.649 2.278 0.110
C -3.240 1.082 0.602
H 2.619 5.228 -0.028
H 3.035 3.534 -0.521
H 2.228 3.919 0.967
H 1.616 3.340 -2.535
H 1.090 5.061 -2.471
H -0.605 2.549 -2.237
H -0.694 3.747 -3.524
H -1.419 5.345 -1.978
H -3.215 4.041 -2.659
H -3.387 4.732 -1.032
H -2.767 1.864 -1.927
H -4.231 2.513 -1.220
H -2.891 0.964 1.623
H -3.019 0.237 -0.048
H -4.328 1.169 0.704
*
```

***

Entry 5:
This record from the Open Molecules 2025 dataset describes a 11-piece molecular cluster, C19H49N3O22 overall in a non-equilibrium geometry. The level of theory is the ωB97M-V functional and the def2-TZVPD basis.

Computed properties:
E_HOMO (spin up / spin down): -1.553 / -5.106 eV
Orbital gap (spin up / spin down): 0.090 / 0.220 Ha

The geometry in ORCA input format:
```
! RIJCOSX wB97M-V def2-TZVPD def2/J DEFGRID3
* xyz -1 2
C -3.980 -7.198 0.970
O -3.474 -5.909 0.815
H -4.557 -7.383 0.064
H -3.055 -7.770 1.046
H -4.666 -7.375 1.798
H -4.207 -5.318 0.630
C 5.839 -0.638 0.501
O 6.400 -1.934 0.423
H 4.754 -0.623 0.604
H 6.455 0.052 1.077
H 5.895 -0.257 -0.518
H 5.845 -2.326 -0.256
C 0.508 3.015 3.934
O 0.149 2.257 5.168
H 1.574 2.890 3.745
H -0.123 2.943 3.049
H 0.343 4.041 4.261
H 0.133 1.370 4.800
C 3.851 -2.329 2.952
O 2.786 -1.431 3.023
H 3.720 -3.023 3.783
H 3.659 -2.833 2.005
H 4.769 -1.755 2.829
H 1.986 -1.880 2.742
C 3.593 -2.844 -3.519
N 3.671 -2.326 -2.122
O 4.133 -3.133 -1.277
O 3.290 -1.183 -1.856
H 2.677 -2.609 -4.062
H 3.666 -3.930 -3.462
H 4.415 -2.285 -3.965
C -7.674 -3.281 -0.528
N -6.533 -3.753 0.394
O -6.843 -3.623 1.558
O -5.479 -4.104 -0.133
H -7.417 -3.704 -1.499
H -7.744 -2.198 -0.433
H -8.615 -3.690 -0.160
C 1.101 -4.479 0.160
N 1.341 -4.928 1.555
O 2.472 -4.852 1.893
O 0.380 -5.476 2.085
H 0.313 -5.032 -0.350
H 2.082 -4.625 -0.291
H 0.879 -3.412 0.173
C 4.469 6.439 -0.237
O 5.034 5.177 -0.613
C 4.225 4.134 -0.870
O 2.976 4.132 -0.943
O 4.973 3.116 -1.269
C 4.407 1.905 -1.485
H 5.140 7.074 0.343
H 3.586 6.394 0.400
H 4.163 6.964 -1.142
H 5.213 1.384 -2.001
H 3.545 1.875 -2.151
H 4.125 1.463 -0.529
C -2.422 -2.969 1.455
O -1.721 -1.871 0.813
C -0.520 -1.426 1.218
O 0.117 -1.953 2.122
O -0.097 -0.373 0.464
C 1.241 0.231 0.574
H -3.171 -2.586 2.147
H -1.761 -3.696 1.927
H -2.959 -3.370 0.595
H 2.022 -0.528 0.576
H 1.271 0.985 1.361
H 1.305 0.697 -0.410
C -2.325 2.455 0.324
O -3.683 2.290 -0.031
C -4.615 2.979 0.652
O -4.351 3.952 1.421
O -5.788 2.574 0.220
C -6.924 2.889 1.024
H -2.008 2.516 1.365
H -1.999 3.421 -0.061
H -1.706 1.659 -0.088
H -6.846 3.908 1.404
H -7.033 2.178 1.844
H -7.871 2.959 0.490
C -0.302 2.032 -3.201
O -1.056 3.212 -3.084
C -0.741 4.267 -3.906
O -0.168 4.177 -4.981
O -1.371 5.408 -3.405
C -1.146 6.684 -3.959
H -0.195 1.439 -2.293
H 0.672 2.212 -3.658
H -0.830 1.329 -3.846
H -0.090 6.911 -3.811
H -1.593 7.493 -3.382
H -1.502 6.742 -4.987
*
```